# 1
# C50H44BrIN4O4PSTa

A molecular structure, C50H44BrIN4O4PSTa at a distorted geometry (ωB97M-V/def2-TZVPD, the OMol25 dataset).

Positions of all 107 atoms, in Å:
1 Ta 1.0905 -1.1611 0.0674
2 C -6.1538 2.3237 0.6466
3 C -5.7388 1.1937 -0.3105
4 C -6.9900 0.5734 -0.9525
5 C -4.8898 1.8055 -1.4219
6 C -4.9829 0.1471 0.5024
7 C -5.7243 -0.6926 1.3467
8 C -5.1177 -1.6520 2.1135
9 C -3.7382 -1.7802 2.0442
10 S -2.7669 -2.8756 2.9396
11 C -1.3563 -2.2210 2.1854
12 N -1.5626 -1.2755 1.2980
13 C -2.9395 -0.9743 1.2147
14 C -3.6016 0.0068 0.4598
15 C -0.0609 -2.6970 2.6393
16 C -0.0187 -3.6138 3.6961
17 C 1.1826 -4.0784 4.1908
18 C 2.3634 -3.5801 3.6690
19 C 2.3194 -2.6548 2.6372
20 C 1.1210 -2.2256 2.0675
21 H -6.7163 3.0845 0.1024
22 H -5.2736 2.7949 1.0887
23 H -6.7850 1.9475 1.4526
24 H -7.4335 1.2797 -1.6545
25 H -7.7548 0.3275 -0.2171
26 H -6.7383 -0.3339 -1.5056
27 H -5.5050 2.4922 -2.0037
28 H -4.5011 1.0475 -2.1073
29 H -4.0613 2.3751 -1.0097
30 H -6.7973 -0.5809 1.4079
31 H -5.6980 -2.2897 2.7670
32 H -3.0206 0.6548 -0.1662
33 H -0.9402 -3.9627 4.1419
34 H 1.1969 -4.8089 4.9880
35 H 3.3190 -3.9115 4.0531
36 H 3.2645 -2.2621 2.2913
37 C 1.2259 2.4007 -5.6169
38 C 0.2667 1.4095 -5.7425
39 C -0.1969 0.7314 -4.6235
40 C 0.3001 1.0459 -3.3601
41 C 1.2309 2.0785 -3.2375
42 C 1.6979 2.7429 -4.3564
43 P -0.3994 0.3176 -1.8275
44 C -1.1176 1.8674 -1.1443
45 C -1.4549 2.9171 -2.0021
46 C -1.7798 4.1606 -1.4844
47 C -1.7815 4.3741 -0.1140
48 C -1.4849 3.3250 0.7452
49 C -1.1511 2.0820 0.2348
50 C -1.3747 -1.0833 -2.5355
51 C -2.6981 -1.4459 -2.3237
52 C -3.1973 -2.6318 -2.8500
53 C -2.3871 -3.4763 -3.5864
54 C -1.0666 -3.1149 -3.8240
55 C -0.5676 -1.9352 -3.3054
56 H 1.5942 2.9151 -6.4942
57 H -0.1355 1.1588 -6.7148
58 H -0.9627 -0.0191 -4.7462
59 H 1.5634 2.3841 -2.2556
60 H 2.4193 3.5422 -4.2465
61 H -1.4756 2.7702 -3.0729
62 H -2.0308 4.9678 -2.1597
63 H -2.0283 5.3501 0.2821
64 H -1.5146 3.4695 1.8177
65 H -0.9469 1.2683 0.9117
66 H -3.3619 -0.8260 -1.7523
67 H -4.2352 -2.8842 -2.6757
68 H -2.7773 -4.4036 -3.9835
69 H -0.4195 -3.7528 -4.4120
70 H 0.4562 -1.6587 -3.5201
71 N 3.3945 2.1593 -0.6260
72 C 3.4016 1.1312 -1.4841
73 N 4.3398 1.0891 -2.4341
74 O 2.5141 0.2388 -1.4403
75 H 4.1459 2.8265 -0.5979
76 H 2.7565 2.1043 0.1528
77 H 5.0977 1.7484 -2.4682
78 H 4.3768 0.2980 -3.0538
79 Br 7.3600 -0.7262 -0.1636
80 C 6.9548 -2.3843 0.6498
81 C 7.9959 -3.1404 1.1610
82 C 7.7296 -4.3587 1.7679
83 C 6.4296 -4.8281 1.8559
84 C 5.3849 -4.0841 1.3303
85 C 5.6481 -2.8622 0.7350
86 I 4.0741 -1.7350 -0.1849
87 H 9.0083 -2.7717 1.0761
88 H 8.5476 -4.9431 2.1659
89 H 6.2251 -5.7804 2.3251
90 H 4.3721 -4.4643 1.3678
91 C 1.4639 0.5138 1.2712
92 C 1.6826 1.4053 2.0826
93 C 1.8664 2.3923 3.0835
94 C 1.4379 2.1086 4.3889
95 C 1.6056 3.0459 5.3897
96 C 2.1997 4.2695 5.1066
97 C 2.6165 4.5620 3.8135
98 C 2.4517 3.6339 2.8041
99 H 0.9809 1.1502 4.5973
100 H 1.2768 2.8249 6.3959
101 H 2.3391 4.9977 5.8940
102 H 3.0717 5.5185 3.5958
103 H 2.7719 3.8715 1.7981
104 O 2.0814 -3.9109 -0.2395
105 N 1.3384 -3.1275 -0.7801
106 O 0.1513 -2.9290 -0.3451
107 O 1.7080 -2.3128 -1.6766

Values from the calculation:
M	1215.72	g mol⁻¹
2S+1	1
net charge	+2
highest occupied orbital energy	-12.7	eV

# 2
# H2NO2P

2 unconnected molecules or ions with the total composition H2NO2P at a distorted geometry (ωB97M-V/def2-TZVPD, the OMol25 dataset).

Positions of all 6 atoms, in Å:
1 N -2.5092 0.0381 0.0855
2 O -2.6494 -1.0802 0.4410
3 O -3.2255 0.7910 -0.4993
4 P -0.0046 0.7862 0.2388
5 H -0.5498 1.5715 -0.6885
6 H 0.3554 2.0218 1.1220

Values from the calculation:
M	78.99	g mol⁻¹
2S+1	1
highest occupied orbital energy (spin up / spin down)	-9.3 / -10.1	eV

# 3
# C25H62N5O5

5 unconnected molecules or ions with the total composition C25H62N5O5 at a distorted geometry (ωB97M-V/def2-TZVPD, the OMol25 dataset).

Positions of all 97 atoms, in Å:
1 C -15.9111 8.6712 3.9992
2 N -15.5588 8.6230 2.5211
3 C -16.0948 9.9185 1.8072
4 C -14.0210 8.6593 2.4549
5 C -16.1874 7.3310 1.8304
6 C -15.3825 6.0484 1.7456
7 O -15.2090 5.5951 3.0578
8 H -15.5152 9.6574 4.2416
9 H -15.4287 7.7807 4.4024
10 H -16.9850 8.6123 4.1764
11 H -17.1566 9.9729 2.0476
12 H -15.8408 9.6949 0.7710
13 H -15.7095 10.7898 2.3367
14 H -13.5368 8.5791 1.4816
15 H -13.5600 7.7562 2.8547
16 H -13.6455 9.5682 2.9250
17 H -16.4092 7.6511 0.8123
18 H -17.1863 7.1550 2.2297
19 H -14.4044 6.0794 1.2656
20 H -15.9502 5.2477 1.2717
21 H -16.0745 5.5093 3.4641
22 C -19.1323 15.4079 5.9581
23 C -19.7621 14.5615 4.8421
24 C -21.2147 14.8811 4.6711
25 O -21.8639 14.0382 3.6495
26 C -23.2627 13.8648 3.8695
27 N -19.0058 14.9938 3.5333
28 H -18.7784 15.9778 3.5265
29 H -18.0781 14.6251 3.6867
30 H -19.5334 14.6423 2.7470
31 H -19.3869 14.9809 6.9281
32 H -19.5108 16.4275 6.0312
33 H -18.0463 15.3714 5.8725
34 H -19.5221 13.4982 4.8429
35 H -21.2508 15.9334 4.3894
36 H -21.7053 14.7516 5.6358
37 H -23.7913 13.4084 3.0326
38 H -23.6589 14.8794 3.8270
39 H -23.5045 13.3969 4.8238
40 C -20.0940 11.5827 2.1163
41 C -21.1863 10.7512 2.7900
42 C -20.4218 9.7984 3.7997
43 N -21.3258 9.0730 4.8144
44 C -20.5695 7.9676 5.5851
45 C -22.0027 9.9958 5.8438
46 C -23.2357 9.2824 6.3185
47 C -23.5168 8.2016 5.3118
48 C -22.4801 8.3949 4.1768
49 H -19.1718 11.0761 1.8318
50 H -19.7637 12.4170 2.7353
51 H -20.5032 11.9384 1.1707
52 H -21.7052 10.2400 1.9791
53 H -21.8776 11.4306 3.2888
54 H -19.6607 10.3168 4.3827
55 H -19.9754 8.9242 3.3258
56 H -21.1552 7.4672 6.3562
57 H -19.6740 8.4421 5.9864
58 H -20.2410 7.1938 4.8911
59 H -21.1964 10.2802 6.5199
60 H -22.2504 10.9500 5.3787
61 H -23.2179 8.9640 7.3608
62 H -24.0296 10.0156 6.4610
63 H -23.6000 7.1624 5.6301
64 H -24.4919 8.3500 4.8478
65 H -22.1272 7.4861 3.6892
66 H -22.9957 9.0883 3.5124
67 C -12.6354 11.2654 9.6345
68 C -14.0236 11.0675 9.1137
69 C -14.6570 9.7153 9.5313
70 N -15.9908 9.5067 8.7168
71 C -15.6650 9.0691 7.2464
72 C -16.9498 10.6772 8.7400
73 C -18.3119 10.0961 8.3447
74 C -18.2539 8.6145 8.6711
75 C -16.8174 8.3661 9.3205
76 H -12.3512 12.3033 9.4608
77 H -11.9000 10.6878 9.0744
78 H -12.5952 11.1074 10.7123
79 H -13.8523 11.0541 8.0373
80 H -14.6382 11.8402 9.5755
81 H -14.8686 9.5017 10.5790
82 H -14.0372 8.9169 9.1231
83 H -16.5828 8.8655 6.6949
84 H -15.1181 8.1290 7.3190
85 H -15.1254 9.8417 6.6987
86 H -16.5339 11.4619 8.1079
87 H -17.0408 10.9681 9.7865
88 H -18.5016 10.2422 7.2813
89 H -19.0563 10.6796 8.8864
90 H -18.4984 7.9677 7.8286
91 H -18.9602 8.3643 9.4627
92 H -16.3572 7.3919 9.1552
93 H -16.8365 8.5808 10.3890
94 N -16.6679 12.2370 4.8057
95 O -16.7921 13.3570 4.3127
96 O -15.8632 12.0110 5.6084
97 O -17.4595 11.3742 4.5241

Values from the calculation:
M	512.80	g mol⁻¹
2S+1	1
net charge	+3
highest occupied orbital energy	-15.9	eV

# 4
# C5H14

2 unconnected molecules or ions with the total composition C5H14 at a distorted geometry (ωB97M-V/def2-TZVPD, the OMol25 dataset).

Positions of all 19 atoms, in Å:
1 C -1.8055 -1.0103 1.6244
2 C -0.6733 -1.4624 2.5971
3 H -1.4422 -0.1386 1.1002
4 H -2.1977 -1.8240 0.9944
5 H -2.5931 -0.6423 2.2743
6 H 0.0379 -0.6558 2.5649
7 H -0.9463 -1.6874 3.5918
8 H -0.2830 -2.4138 2.0699
9 C 0.4828 1.2988 -1.4754
10 C 1.7798 1.4482 -0.6868
11 C 0.3016 -0.0958 -2.2590
12 H -0.2598 1.4325 -0.5990
13 H 0.2115 2.0871 -2.2004
14 H 1.6221 1.2584 0.3403
15 H 2.1759 2.4029 -0.6684
16 H 0.0240 -0.0166 -3.3017
17 H 1.1585 -0.7274 -2.3366
18 H 2.4447 0.6053 -0.8813
19 H -0.4650 -0.7510 -1.7497

Values from the calculation:
SMILES string	CCC.CC
M	74.17	g mol⁻¹
2S+1	1
highest occupied orbital energy	-10.8	eV